Formula: C5H10O2
Source: the OMol25 dataset
Level of theory: ωB97M-V/def2-TZVPD

Each line ends with the natural charge from an NBO analysis.
Cartesian coordinates (Å):
C (2.15, 0.62, -0.03)  -0.2448
O (0.83, 0.45, -0.47)  -0.5582
C (0.26, -0.76, -0.03)  0.0071
C (-0.34, -0.70, 1.37)  -0.5561
C (-1.18, -0.96, -0.28)  -0.1371
C (-1.85, 0.35, -0.72)  -0.1332
O (-1.40, 0.58, -2.03)  -0.7052
H (2.80, -0.20, -0.36)  0.1720
H (2.20, 0.68, 1.07)  0.1675
H (2.52, 1.56, -0.45)  0.1991
H (0.93, -1.60, -0.22)  0.1868
H (-0.06, -1.50, 2.04)  0.2474
H (-0.33, 0.30, 1.80)  0.2346
H (-1.46, -1.05, 1.12)  0.3019
H (-2.94, 0.22, -0.79)  0.1849
H (-1.66, 1.22, -0.07)  0.1503
H (-0.46, 0.80, -1.96)  0.4830

Properties
* energy above the lowest of the compared OMol25 structures with the same formula, charge and spin: 540.7 kJ/mol
* Kohn-Sham gap: 0.3305 hartree
* F_max: 0.007 Eh/bohr